Below is an isolated molecule of CHCl2NO, with properties calculated with ωB97M-V with the def2-TZVPD basis set.

Results
F_max = 4.982 eV Å⁻¹
energy above the lowest of the compared OMol25 structures with the same formula, charge and spin = 59.29 kcal per mole
2S+1 = 1
Kohn-Sham gap = 9.5 eV
SMILES = Cl[C@@H]1ON1Cl

Last column: Mulliken charge in e.
Atoms and positions in Å:
Cl: -1.899 0.208 -0.976  -0.10
C: -0.492 -0.300 -0.406  0.25
O: -0.386 -0.245 0.951  -0.19
N: 0.506 0.816 0.628  -0.17
Cl: 2.163 0.471 0.914  -0.08
H: 0.107 -0.950 -1.111  0.29

Below is an isolated molecule of C3H6S2, with properties calculated with ωB97M-V with the def2-TZVPD basis set.

Results
F_max = 5.790 eV Å⁻¹
energy above the lowest of the compared OMol25 structures with the same formula, charge and spin = 49.99 kcal per mole
2S+1 = 1
Kohn-Sham gap = 8.1 eV
SMILES = CSCC=S

Last column: Mulliken charge in e.
Atoms and positions in Å:
C: -2.049 0.154 0.033  -0.83
S: -0.512 -0.986 -0.328  -0.08
C: 0.828 0.273 -0.300  -0.22
C: 1.985 -0.522 0.251  -0.35
S: 3.599 -0.303 -0.183  -0.19
H: -2.060 0.141 1.169  0.27
H: -2.890 -0.505 -0.344  0.30
H: -1.837 1.037 -0.430  0.33
H: 1.075 0.774 -1.289  0.29
H: 0.243 1.176 0.328  0.24
H: 1.619 -1.239 1.093  0.26